The ion C5H10N with charge +1 at a distorted geometry, computed with the ωB97M-V functional and the def2-TZVPD basis.

Values from the calculation:
* total energy: -6823.8195 eV
* Kohn-Sham gap (alpha / beta): 7.9 / 9.9 eV
* 2S+1: 3
* net charge: +1
* energy above the lowest of the compared OMol25 structures with the same formula, charge and spin: 2.412 eV

Structure (XYZ):
```
16
Properties=species:S:1:pos:R:3:forces:R:3:mulliken_spin:R:1
C 0.70071 -1.08627 0.93072 8.0746 -7.4591 -1.5622 0.84
C -0.24436 -0.35867 1.51859 -5.5178 5.8959 2.5441 0.93
C 0.66031 -0.52014 -0.36836 -1.3308 2.1936 -0.3141 0.06
C 1.76442 0.34893 -0.89370 1.8478 -1.3376 1.4367 0.04
C -1.94940 0.34043 -0.21048 -0.9971 0.8310 -0.3530 0.04
N -0.50288 0.38118 0.23145 -1.6528 0.9455 0.6792 0.01
H 1.53834 -1.67330 1.29881 -0.2089 0.4215 0.2922 0.01
H -0.89599 -0.38840 2.35181 -0.7155 -0.1533 0.3116 0.00
H 0.08195 -1.06645 -1.03927 -0.2240 -1.3695 -2.0614 0.07
H 1.45877 0.85662 -1.72779 -0.9505 1.3172 -2.2377 0.00
H 2.65531 -0.23576 -1.20625 -0.6101 0.0922 0.3508 0.00
H 2.11285 1.08400 -0.16051 -0.1280 -0.2704 0.1226 -0.01
H -2.41693 -0.55879 0.10935 -0.2061 -0.7842 0.8481 -0.01
H -2.50029 1.23856 0.26427 0.9825 -1.4817 -0.9549 0.00
H -2.11069 0.25650 -1.30870 0.7390 0.7913 0.5511 0.00
H -0.35211 1.38156 0.21005 0.8978 0.3677 0.3470 0.01
```
Forces are in eV/Å.

A structure of composition C5H10N2 at a distorted geometry, computed with the ωB97M-V functional and the def2-TZVPD basis.

Values from the calculation:
* total energy: -8322.0106 eV
* Kohn-Sham gap: 9.7 eV
* energy above the lowest of the compared OMol25 structures with the same formula, charge and spin: 5.323 eV

Structure (XYZ):
```
17
Properties=species:S:1:pos:R:3:forces:R:3:lowdin_charge:R:1
C 1.77738 -0.51200 0.11033 -1.2031 0.3420 1.4997 -0.18
C 0.60611 -0.85078 1.15678 -0.1882 0.2959 -0.4704 -0.08
C -0.55531 -0.52958 0.01570 -1.3731 -5.0181 5.2852 -0.24
C -1.51142 0.87852 -0.92312 -2.9235 1.2555 -2.5200 -0.18
C -0.16766 0.79490 -0.20922 -0.6322 2.3005 -3.3133 -0.40
H 2.65688 -0.08899 0.60512 -0.2400 -0.0322 0.2437 0.09
H 2.17938 -1.37926 -0.42990 -0.6956 0.1722 -0.3700 0.10
H 0.56738 -1.78883 1.66471 0.2959 -1.3190 -0.5690 0.07
H 0.70891 -0.21059 2.06276 -0.5736 0.4879 -1.0246 0.10
H -0.36284 -1.38718 -0.62192 0.1748 0.7880 -0.9664 0.15
H -2.63547 -0.02657 0.58532 -0.8760 0.7749 2.3983 0.05
H -2.21992 1.70776 -1.08969 0.7766 0.6193 0.9050 0.12
H -1.72868 0.35510 -1.82374 1.9091 0.4008 -2.1382 0.10
H -0.30909 1.36424 0.66463 0.1185 0.9096 1.3998 0.14
H 1.98226 1.32080 -0.86629 -3.9489 -1.7059 0.5950 0.19
N -2.09713 -0.22944 -0.18902 2.7054 -1.9272 0.8731 0.02
N 1.10923 0.58189 -0.71243 6.6740 1.6558 -1.8279 -0.04
```
Forces are in eV/Å.

A cluster of 2 separate species, C5H10N2 in total at a distorted geometry, computed with the ωB97M-V functional and the def2-TZVPD basis.

Values from the calculation:
* structure (SMILES): [H]/N=C\NC#C.CC
* total energy: -8324.6501 eV
* Kohn-Sham gap: 10.0 eV
* energy above the lowest of the compared OMol25 structures with the same formula, charge and spin: 2.683 eV

Structure (XYZ):
```
17
Properties=species:S:1:pos:R:3:forces:R:3:lowdin_charge:R:1
C 1.24557 -1.30787 0.59563 0.4461 0.6037 0.1272 -0.19
C 0.96478 -1.55015 -0.88121 -0.0066 0.1753 0.1979 -0.17
C -1.30357 0.20075 0.72484 -1.0279 0.3620 -0.1989 -0.24
C -2.14376 -0.65551 0.84334 0.9441 0.3610 0.2081 0.13
H 2.27523 -1.57663 0.83257 0.0721 -0.0414 0.0258 0.06
H 0.60023 -1.92471 1.21737 -0.0744 0.1679 0.1141 0.06
H 1.10853 -2.59723 -1.13848 -0.0026 -0.0728 -0.0610 0.06
H 1.62550 -0.95153 -1.50329 0.0672 0.0275 -0.1248 0.06
H -0.06109 -1.27831 -1.11622 -0.0917 -0.0395 -0.1335 0.04
H -2.64300 -1.56091 1.03867 -0.3669 -0.3522 -0.0585 0.02
N -0.56341 1.30915 0.48908 -0.1638 -0.2033 0.8218 0.01
C -0.68149 2.00957 -0.69392 0.1884 0.1349 -0.5144 -0.31
N -0.29167 3.17987 -0.93591 0.0177 0.4743 -0.1413 0.09
H -0.24825 1.82028 1.30727 -0.0008 -0.0968 -0.2244 0.15
H 1.13118 -0.22518 0.85983 0.1026 -1.1556 -0.1546 0.05
H 0.10386 3.67758 -0.13882 0.0178 -0.1754 0.0754 0.04
H -1.11862 1.43081 -1.50075 -0.1212 -0.1696 0.0411 0.12
```
Forces are in eV/Å.